This record from OMol25 describes a structure of composition C23H37BaGaNO in a non-equilibrium geometry. The level of theory is ωB97M-V/def2-TZVPD.

Results
**Kohn-Sham gap**: 5.46 eV
**Total energy**: -2978.4803 a.u.
**LUMO level**: -0.157 Eh

```
! wB97M-V def2-TZVPD RIJCOSX def2/J DEFGRID3
* xyz 1 1
C -0.734 -3.376 1.694
C 0.273 -2.862 2.493
C 1.555 -2.777 2.020
C 1.849 -3.222 0.745
O 3.082 -3.113 0.290
C 3.121 -1.822 -0.476
Ga 4.826 -0.720 -0.065
C 5.192 0.493 -1.649
C 4.185 1.642 -1.910
C 3.476 2.179 -0.662
C 2.127 1.495 -0.358
C 0.932 2.465 -0.268
C 0.433 2.586 1.173
C -0.831 3.421 1.349
C -2.052 2.933 0.561
C -3.075 2.113 1.348
C -2.781 0.597 1.417
C -4.101 -0.203 1.317
C -4.237 -1.265 0.223
N -3.610 -0.952 -1.078
C -3.353 0.223 -1.715
C -2.779 -0.077 -2.935
C -2.721 -1.485 -3.045
C -3.240 -2.010 -1.881
C 0.889 -3.751 -0.093
C -0.446 -3.820 0.405
H -1.729 -3.417 2.115
H 0.054 -2.525 3.495
H 2.377 -2.394 2.609
H 2.936 -2.058 -1.531
H 2.279 -1.210 -0.110
H 6.004 -1.746 0.233
H 4.487 0.147 1.247
H 6.165 0.943 -1.460
H 5.282 -0.082 -2.570
H 3.443 1.362 -2.662
H 4.729 2.479 -2.356
H 4.148 2.129 0.187
H 3.263 3.238 -0.829
H 2.229 0.979 0.603
H 1.948 0.716 -1.110
H 1.231 3.443 -0.637
H 0.125 2.098 -0.909
H 0.298 1.582 1.591
H 1.229 3.072 1.738
H -1.096 3.423 2.407
H -0.622 4.455 1.085
H -2.575 3.816 0.195
H -1.757 2.379 -0.332
H -3.149 2.488 2.367
H -4.047 2.275 0.888
H -2.101 0.364 0.590
H -2.257 0.351 2.340
H -4.946 0.475 1.258
H -4.239 -0.748 2.251
H -5.303 -1.400 0.047
H -3.836 -2.223 0.545
H -3.591 1.168 -1.261
H -2.470 0.665 -3.650
H -2.354 -2.027 -3.899
H -3.377 -3.049 -1.638
H 1.104 -4.109 -1.089
H -1.248 -4.211 -0.246
Ba -0.616 -1.542 -0.404
*
```